{
  "formula": "C44H86BBeBr2CaCl2FN7O18",
  "method": "ωB97M-V/def2-TZVPD",
  "symbols": ["C", "O", "C", "C", "C", "C", "C", "C", "C", "C", "C", "C", "C", "C", "C", "C", "C", "C", "O", "O", "O", "C", "N", "C", "O", "C", "C", "O", "N", "O", "O", "C", "B", "C", "O", "C", "Cl", "C", "C", "Cl", "H", "H", "H", "H", "H", "H", "H", "H", "H", "H", "H", "H", "H", "H", "H", "H", "H", "H", "H", "H", "H", "H", "H", "H", "H", "H", "H", "H", "H", "H", "H", "H", "H", "H", "H", "H", "H", "H", "H", "H", "H", "H", "H", "H", "H", "Ca", "N", "O", "O", "O", "Br", "C", "C", "Br", "H", "H", "H", "H", "F", "Be", "C", "N", "O", "O", "H", "H", "H", "O", "H", "H", "C", "C", "O", "N", "C", "H", "H", "H", "H", "H", "H", "H", "C", "O", "N", "C", "C", "H", "H", "H", "H", "H", "H", "H", "C", "C", "C", "C", "C", "C", "N", "O", "C", "C", "C", "H", "H", "H", "H", "H", "H", "H", "H", "H", "H", "H", "H", "H", "H", "H", "H", "H", "H"],
  "positions_angstrom": [[-5.1986, 5.6944, 1.1220], [-5.9026, 5.7597, -0.1040], [-7.1823, 5.1436, -0.0539], [-7.1620, 3.6401, 0.1959], [-6.5599, 2.8088, -0.9777], [-5.0306, 2.9508, -0.9188], [-4.2053, 1.8814, -1.7023], [-5.0144, 0.7845, -2.4051], [-4.1204, 0.0066, -3.4207], [-2.6622, -0.1955, -2.9410], [-1.6670, 0.7698, -3.6616], [-0.8855, 1.6737, -2.6835], [0.3169, 0.8921, -2.0793], [0.1860, 0.8571, -0.5322], [1.3989, 1.0254, 0.3249], [2.3377, 2.1184, -0.2354], [1.6497, 3.4236, -0.6681], [1.8170, 3.7517, -2.1360], [0.9974, 4.4066, -2.7079], [2.9352, 3.3190, -2.8250], [2.2746, -0.1106, 0.4892], [2.0087, -1.2518, -0.2044], [2.5363, -1.2148, -1.6350], [2.3376, -2.2721, -2.1906], [2.1176, -3.3128, -2.7056], [0.9770, 1.3945, 1.8377], [-0.0297, 0.2612, 2.3199], [-0.0582, 0.1717, 3.7694], [-0.5497, -1.0342, 4.1912], [-0.9503, -0.9517, 5.2933], [0.2543, 2.5867, 1.8383], [-0.1615, 3.1147, 3.1012], [-1.7561, 3.3530, 3.1852], [-2.8327, 2.2254, 3.0409], [-2.1904, 4.6641, 3.3695], [2.2287, 1.3248, 2.7198], [2.7396, -0.1924, 3.4380], [3.0532, 2.3105, 3.0137], [4.2531, 2.1336, 3.8963], [2.8834, 3.9313, 2.4059], [-4.2120, 5.2707, 0.9100], [-5.7116, 5.1346, 1.9043], [-5.0176, 6.7085, 1.5143], [-7.7267, 5.6018, 0.7890], [-7.7113, 5.4258, -0.9632], [-6.6204, 3.3783, 1.1034], [-8.2005, 3.3071, 0.2900], [-6.8842, 3.2506, -1.9221], [-6.9151, 1.7922, -0.8286], [-4.7050, 2.9149, 0.1247], [-4.7185, 3.9279, -1.2847], [-3.5121, 1.4405, -0.9831], [-3.5791, 2.3692, -2.4564], [-5.8560, 1.1751, -2.9746], [-5.3257, 0.0620, -1.6476], [-4.1736, 0.5363, -4.3762], [-4.5915, -0.9636, -3.5977], [-2.4004, -1.2153, -3.2418], [-2.5750, -0.1677, -1.8535], [-2.1792, 1.3526, -4.4310], [-0.9716, 0.1170, -4.2023], [-0.4797, 2.4714, -3.3114], [-1.5462, 2.0427, -1.9076], [1.2678, 1.2392, -2.4954], [0.1954, -0.1332, -2.4426], [-0.5020, 1.6527, -0.2813], [-0.3739, -0.0396, -0.3112], [2.7714, 1.6737, -1.1333], [3.1978, 2.2685, 0.4138], [0.5847, 3.4630, -0.4695], [2.0581, 4.2952, -0.1475], [3.5721, 4.0894, -2.8973], [2.5985, -2.0400, 0.2757], [0.9814, -1.6217, -0.1550], [0.1897, -0.7221, 1.9035], [-1.1271, 0.5030, 1.9927], [0.1633, 2.5597, 3.9883], [0.2784, 4.1156, 3.1967], [-2.7575, 1.8397, 2.0044], [-2.6734, 1.3575, 3.6810], [-3.8473, 2.6204, 3.1256], [-2.7953, 4.8795, 2.6505], [4.6770, 3.1430, 4.1889], [5.0531, 1.5993, 3.3603], [3.9782, 1.5593, 4.8405], [5.7683, 2.3005, 5.8720], [5.1458, -2.0676, 5.6721], [5.2699, -2.6597, 6.7635], [5.5958, -0.9105, 5.5041], [4.5336, -2.6342, 4.7070], [-0.3166, -3.0300, 7.7042], [0.3352, -3.9319, 6.1132], [1.7844, -4.2956, 6.2666], [2.9617, -2.7348, 6.0317], [0.1415, -3.2744, 5.2711], [-0.2723, -4.8284, 6.0182], [2.0929, -4.9933, 5.4890], [2.0127, -4.7178, 7.2385], [-2.2575, 0.3307, 0.8706], [4.9433, 5.2429, -2.9285], [4.6344, -1.4184, 9.8462], [4.9368, -0.1172, 10.4995], [4.0295, 0.6870, 10.5757], [6.0661, 0.0504, 10.9094], [3.5970, -1.4277, 9.5315], [5.3012, -1.5027, 8.9916], [4.8255, -2.2057, 10.5694], [-3.4641, 7.8109, 3.0335], [-3.0276, 8.6503, 2.8572], [-3.1524, 7.5641, 3.9107], [-1.9204, -6.4025, 8.4071], [-0.6163, -7.1088, 8.1238], [0.4032, -6.5040, 7.8157], [-0.6011, -8.4606, 8.2199], [-1.6956, -9.3497, 8.5680], [-1.7880, -5.3264, 8.2955], [-2.6855, -6.7318, 7.7026], [-2.2435, -6.6035, 9.4291], [0.2990, -8.8668, 8.0182], [-1.4231, -9.9190, 9.4578], [-1.8646, -10.0461, 7.7454], [-2.6097, -8.8007, 8.7630], [-0.9686, -5.4263, -4.7876], [-1.9376, -5.5243, -5.5130], [0.2072, -6.0569, -4.9825], [1.3283, -5.8927, -4.0772], [0.3495, -6.9265, -6.1379], [-0.9749, -4.7908, -3.8843], [2.1793, -5.4827, -4.6260], [1.6034, -6.8633, -3.6579], [1.0703, -5.2196, -3.2702], [0.1809, -6.3540, -7.0511], [-0.3936, -7.7231, -6.0912], [1.3467, -7.3592, -6.1576], [3.3609, -0.8197, -5.5353], [2.0638, -0.4571, -6.2986], [1.3443, 0.6818, -5.5610], [2.0204, 2.0571, -5.6294], [2.8583, 2.2707, -6.8996], [2.4544, 1.3894, -8.0902], [2.4988, -0.0420, -7.6580], [2.2573, -0.8169, -8.5226], [3.5149, 1.6160, -9.1779], [1.0933, 1.8176, -8.6357], [1.1489, -1.6741, -6.2609], [3.8825, -1.6459, -6.0224], [3.1279, -1.1246, -4.5171], [4.0546, 0.0212, -5.4784], [0.3308, 0.7738, -5.9572], [1.2163, 0.4037, -4.5152], [1.2517, 2.8269, -5.5573], [2.6560, 2.1926, -4.7567], [2.8255, 3.3198, -7.1882], [3.9064, 2.0751, -6.6531], [4.4952, 1.2644, -8.8516], [3.6001, 2.6768, -9.3993], [3.2634, 1.1035, -10.1067], [1.1451, 2.8620, -8.9344], [0.2908, 1.7228, -7.9048], [0.8121, 1.2371, -9.5158], [0.9250, -1.9239, -5.2260], [1.6074, -2.5544, -6.7116], [0.2030, -1.4791, -6.7701]],
  "forces_ev_per_angstrom": [[0.4, 0.9, -0.1], [-0.2, -0.2, -0.1], [0.0, 0.2, 1.2], [-0.3, -0.4, -1.5], [0.6, 1.4, 1.1], [0.5, -0.8, -0.4], [-0.4, 0.4, 0.1], [1.3, -0.5, -0.1], [-0.5, 0.2, 0.9], [-0.2, -0.3, -1.3], [-0.3, -0.5, 0.9], [0.8, -0.7, -1.5], [-0.8, -0.2, 0.2], [0.0, -0.1, -1.0], [0.8, 1.4, 1.2], [-0.3, -0.3, -0.6], [0.7, -0.2, -0.3], [-0.7, 0.4, 0.0], [-0.1, 0.3, -0.3], [0.5, -0.1, 0.7], [-0.4, 0.1, -0.4], [1.0, -0.9, 0.6], [-0.5, -0.3, 0.3], [-0.4, -1.2, -0.6], [0.5, 1.4, 0.2], [-1.6, -2.7, 0.2], [-1.0, 0.6, -0.2], [0.2, 0.5, 0.0], [-0.2, 0.0, 0.1], [0.2, -0.2, -0.1], [1.1, 0.3, -0.1], [-0.6, 1.1, 0.9], [-0.8, -0.6, 0.1], [0.3, 0.6, -0.7], [1.0, 0.0, -0.6], [-0.1, -0.4, 0.0], [-0.3, 0.2, -0.4], [0.4, 1.1, 0.3], [0.3, 0.4, 0.8], [0.2, 0.0, 0.3], [0.0, -0.3, 0.2], [0.0, -0.2, -0.1], [-0.2, -0.3, -0.2], [-0.1, 0.0, -0.2], [0.1, -0.2, -0.2], [-0.1, 0.1, 0.2], [0.0, 0.2, 0.3], [-0.4, -0.4, -0.1], [0.2, -0.2, -0.4], [-0.1, -0.1, 0.0], [-0.3, 0.1, 0.1], [0.0, -0.2, -0.1], [-0.2, 0.2, 0.0], [-0.2, 0.0, 0.3], [-0.4, 0.1, -0.1], [0.3, 0.0, 0.0], [0.0, 0.0, 0.0], [0.1, 0.0, 0.1], [0.0, 0.2, 0.0], [-0.1, 0.1, 0.2], [0.1, 0.3, 0.0], [-0.2, 0.4, 0.5], [0.0, 0.2, -0.1], [0.0, 0.1, 0.3], [0.3, -0.1, 0.1], [-0.1, 0.0, 0.5], [-0.3, -0.1, 0.5], [0.0, -0.1, 0.1], [-0.2, 0.1, 0.2], [-0.1, -0.1, 0.0], [0.1, -0.1, 0.0], [-0.9, -0.8, -0.1], [0.1, 0.2, 0.1], [-0.2, 0.6, -0.4], [0.3, 0.0, 0.1], [1.6, -0.3, -0.4], [0.1, -0.4, -0.3], [0.2, -0.1, -0.1], [0.1, -0.3, 0.2], [-0.1, 0.0, 0.0], [0.0, -0.1, 0.4], [-0.6, 0.2, 0.4], [-0.7, -0.2, -0.6], [0.0, -0.3, 0.2], [-0.2, 0.1, -1.0], [0.2, -1.6, 0.4], [2.9, -1.7, -0.5], [1.5, 1.0, -1.2], [0.3, 2.2, -0.2], [4.5, 1.6, -0.7], [0.0, 0.1, 0.0], [-0.2, -0.1, 0.1], [-0.2, 0.3, 0.2], [-8.6, -1.8, 2.5], [0.1, 0.0, 0.0], [0.1, -0.1, 0.1], [0.0, 0.1, 0.0], [-0.1, 0.0, 0.0], [-0.3, 0.0, -0.5], [0.8, 0.7, 0.0], [-0.1, -0.1, -0.2], [-0.3, -0.4, 0.0], [0.1, 0.3, 0.0], [0.0, 0.2, -0.1], [0.0, 0.1, 0.0], [0.0, -0.2, 0.0], [0.1, 0.0, 0.0], [0.1, 0.1, 0.1], [-0.1, 0.0, -0.1], [0.0, -0.1, 0.0], [0.1, 0.1, -0.1], [0.2, 0.1, 0.0], [-0.1, 0.0, 0.0], [-0.2, 0.1, 0.0], [0.5, -0.1, -0.1], [0.1, -0.2, 0.0], [-0.1, -0.1, 0.1], [-0.1, -0.1, -0.1], [0.0, 0.0, 0.0], [-0.2, 0.0, 0.0], [-0.2, 0.0, 0.1], [0.0, 0.1, 0.0], [-0.1, 0.1, 0.1], [0.1, 0.0, -0.1], [0.1, 0.1, 0.1], [-0.1, -0.4, -0.3], [-0.2, 0.1, 0.1], [0.0, 0.0, 0.0], [0.1, 0.0, 0.2], [0.1, 0.1, 0.0], [-0.1, 0.0, 0.0], [0.0, -0.1, -0.1], [0.0, 0.0, -0.1], [0.0, 0.0, 0.1], [0.5, 0.2, -0.2], [1.0, -0.5, 2.8], [-0.1, 1.1, -0.7], [0.0, 0.0, 0.0], [0.1, -0.4, 0.7], [2.2, 2.6, 0.2], [-4.6, -0.1, -0.9], [1.3, -0.6, -0.4], [0.1, -0.7, -0.3], [-0.8, -1.0, 0.0], [0.0, -0.3, -1.1], [-0.1, 0.0, 0.0], [-0.2, 0.1, -0.1], [-0.1, 0.0, 0.0], [0.0, -0.2, -0.1], [0.2, -0.3, -0.1], [0.0, 0.0, 0.1], [0.0, 0.1, -0.1], [-0.1, -0.1, -0.2], [0.0, -0.1, -0.2], [0.0, 0.0, 0.0], [-0.1, 0.0, 0.1], [0.0, 0.0, 0.0], [0.3, 0.0, 0.1], [0.1, 0.0, 0.0], [0.1, 0.0, 0.0], [0.1, 0.2, 0.1], [0.0, 0.0, 0.0], [0.0, 0.0, 0.0]],
  "total_energy_ev": -281642.20815,
  "charge": 1
}